No. 1
C3H7ClOS | ωB97M-V with the def2-TZVPD basis set

The geometry in XYZ format:
```
13
Properties=species:S:1:pos:R:3:mulliken_charge:R:1
C 0.8627 -0.7071 -1.1583 -1.35
C 1.1699 0.5813 1.0820 -1.27
C 0.4077 -0.2529 0.1392 0.70
O -1.5848 -1.6601 -0.5095 -0.56
S -1.0558 -0.9022 0.6595 0.29
Cl -3.2602 2.1594 0.3915 -0.26
H 0.7418 0.0130 -1.9675 0.31
H 1.8872 -0.9143 -1.1077 0.35
H 0.4453 -1.5173 -1.6444 0.45
H 1.1612 1.5567 0.8359 0.34
H 2.1027 0.1237 1.1971 0.38
H 0.8349 0.4758 2.1477 0.36
H -3.7126 1.0440 -0.0655 0.25
```

Output
Multiplicity: 1
ΔE to the lowest compared entry with this formula, charge and spin, eV: 1.7449
F_max, hartree/bohr: 0.080
E_tot, eV: -28628.031

---

No. 2
C3H7ClS2Si | ωB97M-V with the def2-TZVPD basis set

The geometry in XYZ format:
```
14
Properties=species:S:1:pos:R:3:mulliken_spin:R:1
C 0.6930 -0.1734 -1.7572 0.01
C 0.9916 -1.1542 -0.6174 0.09
C -1.5688 0.8555 1.6178 0.09
Si -1.6102 0.0451 -0.0499 0.76
S -0.6642 0.9745 -1.6998 0.11
S -0.6093 -1.8700 -0.1152 0.19
Cl 1.3067 0.8132 1.9885 0.72
H 1.6576 0.3540 -1.7027 0.01
H 0.6032 -0.6593 -2.6356 0.01
H 1.7362 -1.8853 -1.0016 0.00
H 1.4896 -0.6164 0.2505 -0.01
H -1.8054 0.3108 2.4488 -0.01
H -0.4079 1.0674 1.6566 0.02
H -1.8121 1.9382 1.6173 0.00
```

Output
<S²>: 2.007
Multiplicity: 3
ΔE to the lowest compared entry with this formula, charge and spin, eV: 0.6125
F_max, hartree/bohr: 0.098
E_tot, eV: -45291.985

---

No. 3
C3H7EuO3 | ωB97M-V with the def2-TZVPD basis set

The geometry in XYZ format:
```
14
Properties=species:S:1:pos:R:3:mulliken_spin:R:1
C 3.2554 -0.3287 0.1586 0.02
O 2.0307 0.1996 0.0205 -0.01
H 3.3179 -1.3971 0.4105 0.00
H 4.0395 0.0444 -0.5187 0.00
H 4.3575 1.7998 1.3340 0.00
O 0.9693 4.2450 0.6913 -0.02
C 2.1713 4.4675 1.2574 -0.01
O 2.7395 3.1316 1.4670 0.00
C 4.1245 2.9833 1.6589 0.00
Eu 0.7963 2.1099 0.3740 7.02
H 2.1269 4.9260 2.2660 0.00
H 2.8849 5.0266 0.6176 0.00
H 4.7019 3.5478 0.9143 0.00
H 4.4012 3.3606 2.6528 0.00
```

Output
<S²>: 15.760
Multiplicity: 8
ΔE to the lowest compared entry with this formula, charge and spin, eV: 1.0618
Charge: +1
F_max, hartree/bohr: 0.148
E_tot, eV: -28687.451